H10O5 | ωB97M-V with the def2-TZVPD basis set

Output
- Kohn-Sham gap (eV) = 11.358
- ΔE to the lowest compared entry with this formula, charge and spin (kcal/mol) = 48.1
- SMILES = O.O.O.O.O
- F_max (eV/A) = 1.1

Positions of all 15 atoms, in Å:
H: -0.220 0.742 -0.890
O: -2.755 -2.188 0.956
O: 2.643 -2.525 -1.903
O: 1.885 3.859 -1.087
H: 3.557 -2.341 -2.146
H: -0.798 -0.369 -0.028
O: -0.681 0.587 -0.058
H: -2.015 -1.791 0.482
H: -1.823 -0.300 1.650
H: -3.139 -1.455 1.449
H: 1.446 4.631 -0.712
H: 1.527 3.119 -0.585
H: 2.218 -1.660 -1.916
O: -0.993 -0.519 2.088
H: -0.852 0.211 2.702

Löwdin atomic charge list, values in e, 4 entries: atom 1 (H): 0.044, atom 2 (O): -0.040, atom 3 (O): -0.060, atom 4 (O): -0.060